Molecular formula: C22H47FInO8P2SSi
Method: DFT, ωB97M-V with the def2-TZVPD basis set

```
83
Properties=species:S:1:pos:R:3
C -5.626 0.087 -5.187
Si -4.649 1.215 -4.026
C -5.927 1.932 -2.812
C -3.279 0.327 -3.095
C -3.496 -1.194 -2.976
C -2.248 -1.946 -2.518
C -1.714 -1.531 -1.133
C -1.379 -2.775 -0.284
C -0.270 -2.501 0.747
C -0.477 -3.305 2.047
C -0.972 -2.394 3.210
In 0.754 -1.582 4.332
F 0.080 0.005 5.462
S 2.461 -0.835 2.669
C -4.012 2.692 -5.027
C -4.715 3.045 -6.177
C -4.349 4.134 -6.956
C -3.247 4.882 -6.573
C -2.538 4.541 -5.436
C -2.902 3.453 -4.660
H -5.795 -0.856 -4.666
H -6.584 0.566 -5.390
H -5.086 -0.110 -6.113
H -6.919 1.537 -3.030
H -5.986 3.012 -2.968
H -5.624 1.773 -1.778
H -2.274 0.568 -3.451
H -3.323 0.717 -2.071
H -4.365 -1.419 -2.350
H -3.759 -1.586 -3.966
H -2.530 -3.004 -2.453
H -1.492 -1.890 -3.303
H -0.747 -1.052 -1.301
H -2.392 -0.867 -0.598
H -2.273 -3.172 0.205
H -1.003 -3.537 -0.973
H 0.698 -2.819 0.354
H -0.216 -1.436 0.968
H 0.463 -3.757 2.378
H -1.200 -4.117 1.922
H -1.494 -1.540 2.766
H -1.655 -2.926 3.875
H 1.479 -2.777 5.398
H 2.039 0.397 2.350
H -5.590 2.475 -6.471
H -4.942 4.371 -7.830
H -2.980 5.747 -7.168
H -1.696 5.169 -5.170
H -2.354 3.210 -3.757
C 1.824 2.718 -4.216
O 2.475 1.799 -3.323
P 1.931 0.273 -3.322
O 0.493 0.358 -3.011
O 2.865 -0.199 -2.101
C 3.635 0.657 -1.252
O 2.081 -1.144 -4.081
C 3.389 -1.618 -4.445
H 2.445 3.610 -4.276
H 1.715 2.296 -5.214
H 0.846 2.984 -3.819
H 2.980 1.269 -0.634
H 4.312 1.282 -1.832
H 4.226 0.020 -0.598
H 3.889 -2.031 -3.570
H 4.000 -0.825 -4.877
H 3.259 -2.404 -5.184
C 5.115 -2.276 10.563
O 5.293 -1.128 9.720
P 4.718 -1.253 8.203
O 5.395 -2.418 7.610
O 5.333 0.172 7.732
C 6.266 0.949 8.465
O 3.377 -1.058 7.367
C 2.535 0.090 7.653
H 5.321 -1.966 11.586
H 4.096 -2.658 10.509
H 5.816 -3.057 10.273
H 7.231 0.444 8.520
H 5.900 1.175 9.465
H 6.393 1.887 7.925
H 2.959 0.982 7.196
H 2.440 0.229 8.731
H 1.552 -0.088 7.219
```

Output
E (a.u.): -3128.95520
Net charge: -1
HOMO (Eh): -0.1645
F_max (eV Å⁻¹): 5.63
Frontier orbital gap (eV): 6.346
LUMO (hartree): 0.0687

=====

Molecular formula: C22H47N6O4W
Method: DFT, ωB97M-V with the def2-TZVPD basis set

```
80
Properties=species:S:1:pos:R:3
W -1.520 0.374 0.456
C 0.865 3.257 -2.372
C 0.740 2.022 -1.481
C 1.733 0.942 -1.985
C 3.181 0.914 -1.429
C 3.724 2.257 -0.958
C 4.114 0.307 -2.469
N 3.183 -0.001 -0.181
C 3.279 -1.491 -0.377
C 2.854 -2.217 0.892
N 1.414 -2.101 1.135
C 1.022 -1.378 2.330
C 0.253 -0.150 1.935
O -0.787 0.261 2.517
O 0.581 0.509 0.876
C 0.664 -3.374 0.941
C 0.859 -4.375 2.079
C -0.837 -3.135 0.695
C -1.290 -2.707 -0.714
C -0.666 -3.629 -1.766
C -2.814 -2.755 -0.831
N -0.812 -1.258 -0.941
C -0.941 -0.881 -2.377
C -0.998 0.622 -2.648
N -0.701 1.494 -1.464
C -1.686 2.609 -1.511
C -3.063 2.059 -1.191
O -4.067 2.678 -1.256
O -2.986 0.765 -0.736
H 1.914 3.530 -2.464
H 0.349 4.128 -1.973
H 0.497 3.063 -3.384
H 0.958 2.300 -0.455
H 1.830 1.072 -3.064
H 1.329 -0.066 -1.842
H 3.759 2.961 -1.787
H 4.754 2.144 -0.607
H 3.130 2.701 -0.153
H 4.247 1.029 -3.276
H 3.718 -0.610 -2.909
H 5.104 0.104 -2.054
H 2.314 0.187 0.327
H 3.955 0.296 0.419
H 4.301 -1.737 -0.651
H 2.627 -1.768 -1.205
H 3.423 -1.829 1.743
H 3.149 -3.262 0.787
H 1.880 -1.040 2.920
H 0.407 -1.971 3.004
H 1.091 -3.809 0.036
H 0.230 -4.148 2.945
H 1.898 -4.408 2.413
H 0.593 -5.379 1.744
H -1.223 -2.420 1.431
H -1.346 -4.074 0.914
H -0.793 -4.668 -1.455
H 0.405 -3.454 -1.902
H -1.148 -3.527 -2.738
H -3.200 -3.627 -0.302
H -3.145 -2.848 -1.866
H -3.286 -1.863 -0.430
H 0.179 -1.304 -0.694
H -1.862 -1.324 -2.747
H -0.125 -1.338 -2.931
H -1.993 0.863 -3.002
H -0.321 0.884 -3.459
H -1.723 3.099 -2.481
H -1.427 3.363 -0.769
N -2.292 2.253 1.569
C -3.311 1.845 2.591
C -4.162 0.764 1.995
N -3.260 -0.394 1.690
H -1.529 2.726 2.049
H -2.725 2.949 0.967
H -3.921 2.692 2.896
H -2.776 1.483 3.465
H -4.620 1.086 1.064
H -4.954 0.468 2.680
H -3.812 -1.133 1.263
H -2.913 -0.760 2.575
```

Output
Spin multiplicity: 3
E (a.u.): -1562.23905
Net charge: +3
HOMO (alpha / beta) (Eh): -0.6527 / -0.6618
F_max (eV Å⁻¹): 1.75
Frontier orbital gap (alpha / beta) (eV): 8.859 / 7.963
Expectation value of S²: 2.011
LUMO (alpha / beta) (hartree): -0.3271 / -0.3691

=====

Molecular formula: C22H48F2N4O7S2Sr
Method: DFT, ωB97M-V with the def2-TZVPD basis set

```
86
Properties=species:S:1:pos:R:3
Sr 5.386 -0.871 -0.555
N 2.727 0.748 -0.232
O 1.624 1.218 -0.311
O 3.813 1.385 -0.386
O 2.806 -0.487 0.080
C 3.312 3.121 2.594
C 2.453 2.880 3.828
C 2.223 1.392 4.206
C 1.315 0.694 3.177
N 0.501 -0.469 3.648
C 1.462 -1.622 3.939
C 1.864 -2.154 2.560
C 0.561 -2.013 1.785
C -0.359 -1.067 2.562
C -0.301 -0.200 4.927
C -1.301 0.910 4.685
C -2.346 0.913 5.790
H 3.473 4.179 2.388
H 2.710 2.861 1.711
H 4.252 2.575 2.528
H 1.468 3.344 3.773
H 2.960 3.395 4.647
H 1.806 1.391 5.215
H 3.179 0.874 4.325
H 1.949 0.419 2.338
H 0.613 1.467 2.863
H 0.891 -2.413 4.422
H 2.329 -1.337 4.529
H 2.160 -3.200 2.672
H 2.773 -1.665 2.193
H 0.124 -3.002 1.624
H 0.703 -1.709 0.748
H -1.168 -1.607 3.046
H -0.728 -0.327 1.854
H 0.444 -0.011 5.703
H -0.670 -1.164 5.286
H -1.839 0.728 3.756
H -0.787 1.871 4.719
H -1.964 1.031 6.803
H -2.954 0.008 5.719
H -3.045 1.732 5.613
C -0.155 -4.325 -5.606
C -1.201 -3.319 -6.088
C -1.045 -1.980 -5.368
C -0.626 -2.000 -3.896
N -0.834 -0.713 -3.122
C -2.301 -0.216 -2.985
C -2.953 -1.243 -2.081
C -1.808 -1.576 -1.068
C -0.573 -0.893 -1.625
C -0.062 0.442 -3.696
C 1.484 0.347 -3.567
C 2.152 1.676 -3.938
H -0.281 -5.295 -6.088
H -0.264 -4.538 -4.539
H 0.871 -3.985 -5.760
H -2.205 -3.734 -5.991
H -1.076 -3.210 -7.165
H -2.008 -1.459 -5.388
H -0.413 -1.348 -5.995
H 0.420 -2.227 -3.679
H -1.115 -2.725 -3.243
H -2.186 0.778 -2.559
H -2.701 -0.167 -3.996
H -3.841 -0.788 -1.653
H -3.107 -2.193 -2.588
H -2.116 -1.207 -0.087
H -1.670 -2.637 -0.859
H -0.399 0.103 -1.214
H 0.365 -1.435 -1.495
H -0.404 1.296 -3.115
H -0.271 0.509 -4.761
H 1.794 -0.439 -4.262
H 1.729 -0.056 -2.582
H 1.939 2.057 -4.933
H 3.211 1.396 -3.894
H 2.074 2.489 -3.217
N -2.490 4.125 0.084
S -1.622 2.724 0.073
O -2.066 1.578 -0.686
O -0.927 2.434 1.316
F -0.359 3.241 -0.773
S -3.937 3.578 0.242
O -4.255 2.817 1.429
O -4.661 3.282 -0.982
F -4.525 5.020 0.622
```

Output
E (a.u.): -2638.86528
Net charge: +2
HOMO (Eh): -0.4667
F_max (eV Å⁻¹): 6.46
Frontier orbital gap (eV): 4.102
LUMO (hartree): -0.3160

=====

Molecular formula: C22H48N3O8
Method: DFT, ωB97M-V with the def2-TZVPD basis set

```
81
Properties=species:S:1:pos:R:3
C 1.643 -6.449 -2.964
C 1.680 -5.101 -2.228
C 2.875 -4.251 -2.671
C 3.499 -3.345 -1.587
C 2.443 -2.316 -1.143
C 4.014 -4.201 -0.412
N 5.025 -3.567 0.464
C 5.302 -2.189 0.302
O 6.304 -1.818 1.306
C 6.242 -0.515 1.654
C 7.377 0.296 1.102
O 5.369 -0.075 2.345
C 4.644 -5.532 -0.913
O 5.672 -5.390 -1.614
O 4.068 -6.570 -0.554
H 0.645 -6.887 -2.961
H 2.327 -7.139 -2.472
H 1.991 -6.325 -3.990
H 0.741 -4.582 -2.431
H 1.726 -5.317 -1.164
H 2.523 -3.578 -3.462
H 3.651 -4.870 -3.117
H 4.326 -2.842 -2.089
H 1.811 -2.749 -0.367
H 1.793 -2.060 -1.982
H 2.873 -1.385 -0.781
H 3.152 -4.469 0.202
H 5.885 -4.096 0.456
H 5.755 -1.935 -0.667
H 4.412 -1.591 0.481
H 7.242 1.345 1.342
H 8.305 -0.085 1.527
H 7.414 0.138 0.025
C 1.651 2.434 0.657
O 1.472 1.062 0.918
C 2.231 0.571 2.025
C 1.317 0.158 3.153
N 0.661 1.314 3.758
C -0.383 0.982 4.718
C -1.617 0.248 4.206
O -2.419 1.015 3.326
C -2.052 0.957 1.959
H 1.123 2.660 -0.269
H 1.243 3.067 1.455
H 2.709 2.680 0.524
H 2.957 1.315 2.359
H 2.787 -0.304 1.685
H 1.909 -0.354 3.916
H 0.597 -0.564 2.744
H 0.260 1.881 3.023
H -0.721 1.916 5.174
H 0.064 0.382 5.518
H -2.250 0.024 5.069
H -1.362 -0.712 3.742
H -1.617 -0.010 1.694
H -1.348 1.751 1.694
H -2.959 1.109 1.372
C -6.345 6.330 -2.240
O -5.343 5.762 -1.424
C -5.800 5.315 -0.153
C -5.715 3.810 -0.043
N -6.682 3.163 -0.921
C -6.545 1.712 -1.006
C -5.265 1.151 -1.612
O -5.113 1.415 -2.993
C -4.497 2.646 -3.318
H -5.854 6.732 -3.123
H -7.088 5.590 -2.559
H -6.863 7.146 -1.724
H -6.823 5.657 0.029
H -5.152 5.761 0.607
H -5.928 3.519 0.990
H -4.679 3.519 -0.265
H -6.593 3.554 -1.850
H -7.383 1.338 -1.599
H -6.658 1.299 0.001
H -5.310 0.063 -1.520
H -4.372 1.475 -1.063
H -3.771 2.947 -2.558
H -5.229 3.450 -3.448
H -3.976 2.511 -4.265
```

Output
E (a.u.): -1633.19614
Net charge: -1
HOMO (Eh): -0.1677
F_max (eV Å⁻¹): 0.55
Frontier orbital gap (eV): 6.522
LUMO (hartree): 0.0720

=====

- What is the E in the fourth record?
  -1633.19614 a.u.

=====

- Which value of E does entry 2 give?
  -1562.23905 a.u.